Record 1
{"formula": "C3H14OSi3", "method": "ωB97M-V/def2-TZVPD", "species": ["C", "C", "C", "O", "Si", "Si", "Si", "H", "H", "H", "H", "H", "H", "H", "H", "H", "H", "H", "H", "H", "H"], "positions_angstrom": [[0.48, 0.12, 1.79], [-0.22, -2.30, 1.49], [-0.64, -0.86, 1.46], [-2.29, 1.11, -0.60], [1.28, 2.30, -1.93], [0.61, 0.10, -1.66], [-1.31, -0.42, -0.34], [1.29, 0.21, 1.09], [-0.01, 1.07, 1.80], [1.02, -0.06, 2.74], [0.62, -2.40, 0.67], [-1.07, -2.94, 1.24], [0.06, -2.71, 2.49], [-1.57, -0.53, 2.02], [-2.95, 1.06, -1.28], [1.78, 2.84, -3.43], [2.65, 2.52, -1.26], [0.40, 3.47, -1.50], [1.62, -0.64, -1.08], [0.39, -0.45, -3.04], [-2.13, -1.47, -0.66]], "mulliken_spin": [0.07, 0.02, 0.20, 0.08, 0.13, 0.52, 0.71, -0.02, -0.02, 0.01, 0.00, 0.00, 0.02, 0.01, 0.02, 0.08, 0.02, 0.01, 0.03, 0.05, 0.05], "lumo_energy_ev": [0.70, -4.04], "charge": 0, "multiplicity": 3}

---

Record 2
{"formula": "C3H15N2O2", "method": "ωB97M-V/def2-TZVPD", "species": ["C", "N", "C", "N", "C", "H", "H", "H", "H", "H", "H", "H", "H", "H", "H", "H", "H", "H", "O", "H", "H", "O"], "positions_angstrom": [[-0.75, 1.48, 0.15], [0.38, 1.50, -0.63], [-1.89, 0.61, -0.53], [-1.76, -0.79, -0.39], [-2.09, -1.29, 0.85], [-1.07, 2.52, 0.28], [-0.47, 1.10, 1.14], [1.04, 2.27, -0.54], [0.90, 0.60, -0.65], [-1.94, 0.83, -1.60], [-2.81, 0.80, -0.06], [-0.83, -1.27, -0.65], [6.76, 1.34, -3.58], [-1.46, -0.83, 1.58], [-1.87, -2.31, 0.84], [-3.16, -1.11, 1.07], [0.68, -1.21, 1.36], [1.26, -1.98, -0.67], [0.64, -1.39, -0.22], [7.18, 1.35, -2.97], [0.90, -1.28, 2.96], [0.35, -0.92, 2.25]], "lowdin_charge": [-0.18, 0.13, -0.07, 0.07, -0.03, 0.14, 0.13, 0.14, 0.09, 0.16, 0.12, 0.11, 0.00, 0.10, 0.11, 0.16, -0.02, 0.04, -0.21, 0.00, 0.07, -0.06], "lumo_energy_ev": -8.72, "charge": 1}

---

Record 3
{"formula": "C3H15N2O2", "method": "ωB97M-V/def2-TZVPD", "species": ["C", "C", "C", "N", "N", "H", "H", "H", "H", "H", "H", "H", "H", "H", "H", "H", "H", "H", "O", "H", "H", "O"], "positions_angstrom": [[0.32, 0.34, 0.88], [1.66, 0.14, 1.64], [1.20, 1.48, 1.22], [2.62, 0.54, -1.08], [2.23, -2.04, -1.39], [-0.66, 0.27, 1.34], [0.41, -0.10, -0.10], [2.34, -0.44, 1.05], [1.73, -0.03, 2.71], [1.69, 2.00, 0.35], [0.87, 2.14, 2.02], [2.41, -1.03, -1.27], [2.19, 0.62, -2.01], [3.59, 0.86, -1.10], [3.00, -2.64, -1.09], [2.00, -2.27, -2.35], [-4.20, -0.33, 2.08], [-4.27, -0.06, 0.56], [-3.66, -0.12, 1.32], [-4.53, 0.55, -1.96], [-5.92, -0.02, -1.58], [-5.03, 0.13, -1.24]], "lowdin_charge": [-0.09, -0.11, -0.14, 0.25, 0.19, 0.11, 0.08, 0.07, 0.11, 0.13, 0.12, -0.06, 0.08, 0.09, 0.08, 0.07, 0.03, -0.01, -0.08, 0.06, 0.06, -0.05], "lumo_energy_ev": -9.38, "charge": 1}

---

Energy relative to the best compared isomer or geometry (same formula, charge and spin), record by record: 43.8; 172.4; 189.8 kcal per mole